1.
9
Properties=species:S:1:pos:R:3:forces:R:3 method="wB97M-V/def2-TZVPD" lumo_energy_ev=-8.20 e_tot_ev=-7709.4683 homo_lumo_gap_ev=9.834 total_charge=+1 relative_energy_kj_mol=626.0
O 1.604 -1.198 1.283 -4.10 3.42 -7.62
C -0.439 0.169 -0.909 -2.22 5.29 -1.11
N 0.833 -0.594 0.295 5.15 -4.87 8.52
H -0.215 1.169 -1.450 -0.41 -1.68 0.84
H 0.125 1.076 1.037 1.37 3.46 1.00
C -0.249 0.246 0.607 -2.08 -1.77 -1.10
H -0.969 -0.088 1.370 0.11 -0.69 -0.61
O 0.735 -0.617 -0.994 1.55 -2.15 0.38
H -1.425 -0.163 -1.240 0.64 -1.02 -0.29


2.
9
Properties=species:S:1:pos:R:3:forces:R:3 method="wB97M-V/def2-TZVPD" lumo_energy_ev="-6.84 / -8.95" e_tot_ev=-7710.3019 homo_lumo_gap_ev="9.136 / 6.688" total_charge=+1 relative_energy_kj_mol=545.6
H -2.659 -0.412 0.702 0.35 -0.46 0.54
H -2.693 -0.425 -0.924 0.42 0.10 0.06
H 2.220 -0.126 1.245 -0.24 -0.34 -0.43
H 0.415 1.570 0.044 0.89 -1.20 0.38
N -2.317 0.094 -0.112 0.00 0.92 -0.85
O 2.689 -0.665 -0.633 1.85 -1.57 -2.99
C 1.970 -0.240 0.142 0.05 1.81 4.16
O -0.267 -0.242 -0.393 -1.64 -2.32 -0.04
C 0.642 0.447 -0.071 -1.69 3.06 -0.84


3.
9
Properties=species:S:1:pos:R:3:forces:R:3 method="wB97M-V/def2-TZVPD" lumo_energy_ev="-4.85 / -9.52" e_tot_ev=-7708.1604 homo_lumo_gap_ev="9.470 / 6.051" total_charge=+1 spin_multiplicity=3 s_squared=2.01 relative_energy_kj_mol=433.5
N 1.296 0.328 0.038 -2.79 -2.71 2.66
H -0.483 1.311 0.563 -0.53 -1.81 0.75
H -1.569 -0.285 -0.306 -0.09 -0.55 -0.02
H -1.699 -2.248 -0.036 0.79 1.89 -0.17
H 0.609 2.311 -0.167 1.05 -1.17 -0.50
O 0.106 -1.327 0.073 0.93 -1.23 0.00
C -1.062 -1.257 -0.099 -3.13 -1.98 -0.09
O 2.308 -0.046 -0.195 8.21 -2.20 -2.35
C 0.494 1.212 0.129 -4.44 9.76 -0.28


4.
10
Properties=species:S:1:pos:R:3:forces:R:3 method="wB97M-V/def2-TZVPD" lumo_energy_ev="-1.52 / -1.59" e_tot_ev=-17008.2523 homo_lumo_gap_ev="7.278 / 7.364" total_charge=0 relative_energy_kj_mol=497.6
N -2.573 -1.220 -0.149 -0.04 -2.17 -0.24
P -2.462 0.311 0.276 0.22 1.13 1.25
H 0.622 -1.060 0.989 0.18 0.00 0.21
O -3.299 1.368 -0.268 -0.48 0.81 -0.66
C 0.338 -0.617 0.052 -0.71 -0.28 -0.03
H -0.392 1.082 -0.972 -0.08 0.00 -0.02
H -0.240 1.267 0.839 -0.04 -0.12 -0.04
H 0.589 -1.163 -0.839 0.03 -0.09 -0.16
O -1.742 -2.106 -0.035 0.33 0.41 -0.32
C -0.305 0.588 -0.009 0.59 0.30 0.01


5.
10
Properties=species:S:1:pos:R:3:forces:R:3 method="wB97M-V/def2-TZVPD" lumo_energy_ev=0.02 e_tot_ev=-17006.9474 homo_lumo_gap_ev=7.303 total_charge=0 relative_energy_kj_mol=623.5
C -0.914 2.102 -0.250 -1.25 -1.84 -0.67
O 1.541 -2.540 -0.587 0.75 0.40 0.92
P -1.414 -0.683 0.255 -0.39 -1.19 -0.02
H -1.471 2.775 -0.898 0.48 0.06 0.20
O -2.346 0.303 -1.020 0.43 0.26 0.71
N -1.343 0.871 -0.228 0.57 2.34 -0.41
H 2.729 -2.190 1.208 -1.11 -0.29 -2.08
H 1.360 -0.980 0.806 0.34 -1.09 -1.13
C 1.887 -1.938 0.387 0.16 0.90 2.29
H -0.029 2.279 0.327 0.02 0.44 0.19


6.
10
Properties=species:S:1:pos:R:3:forces:R:3 method="wB97M-V/def2-TZVPD" lumo_energy_ev="0.53 / -2.88" e_tot_ev=-17008.2223 homo_lumo_gap_ev="5.674 / 7.694" total_charge=0 spin_multiplicity=3 s_squared=2.01 relative_energy_kj_mol=90.4
O -0.425 0.169 -2.318 -0.20 0.10 1.03
P -0.286 1.232 1.317 2.85 1.54 1.09
H -1.439 -1.500 -0.415 -1.30 -0.63 0.08
C -0.590 -0.948 -0.132 0.33 1.54 0.86
C -0.360 0.215 -1.103 0.71 -1.51 -0.32
H 0.344 2.037 -1.079 -0.48 -1.20 2.66
O -0.655 -0.332 1.232 -0.84 -1.98 -1.53
H 0.240 -1.614 -0.013 0.67 -0.30 -0.55
H 1.146 0.913 1.819 -1.56 0.68 0.44
N 0.104 1.259 -0.349 -0.19 1.77 -3.77


7.
10
Properties=species:S:1:pos:R:3:forces:R:3 method="wB97M-V/def2-TZVPD" lumo_energy_ev=3.41 e_tot_ev=-18557.9786 homo_lumo_gap_ev=6.017 total_charge=-1 relative_energy_kj_mol=249.3
S -0.379 -4.316 -1.054 -0.97 -1.41 0.77
H 0.097 3.282 2.297 0.42 -0.22 0.23
H -1.598 -3.779 -1.239 -0.61 -0.05 0.01
H 0.622 -1.863 -0.689 -0.41 -1.53 -0.54
O 0.533 -3.191 -1.553 1.84 1.43 -0.78
C 0.134 3.427 1.199 -1.18 1.21 2.17
H 0.155 2.480 0.696 0.32 -0.30 -1.50
C 0.312 -0.865 -0.352 0.46 1.47 0.37
N 0.172 0.256 -0.144 -0.30 0.14 0.23
O -0.047 4.569 0.838 0.44 -0.73 -0.96


8.
11
Properties=species:S:1:pos:R:3:forces:R:3 method="wB97M-V/def2-TZVPD" lumo_energy_ev=4.93 e_tot_ev=-19059.2558 homo_lumo_gap_ev=3.287 total_charge=-2 relative_energy_kj_mol=124.9
H -1.174 -0.336 0.358 1.34 -2.59 -0.63
C -0.295 -0.896 0.666 -0.18 1.63 1.78
O -1.799 1.877 0.808 -0.32 -1.35 -1.04
H -0.482 -0.884 1.720 0.23 -0.29 0.89
P -2.405 0.677 0.107 -1.02 4.01 -0.56
H 10.802 4.873 -3.724 0.06 0.02 -0.02
O -3.339 -0.142 0.865 -1.19 -1.13 0.84
H 0.412 -0.131 0.483 1.33 0.42 -0.28
O -2.128 0.371 -1.320 -0.08 0.39 0.05
C 0.058 -2.178 0.216 0.08 -2.34 -1.67
N 0.350 -3.228 -0.181 -0.26 1.22 0.65


9.
12
Properties=species:S:1:pos:R:3:forces:R:3 method="wB97M-V/def2-TZVPD" lumo_energy_ev=3.44 e_tot_ev=-31442.0357 homo_lumo_gap_ev=6.842 total_charge=-1 relative_energy_kj_mol=106.8
O 1.704 -0.330 -0.608 0.57 0.25 0.01
H 0.323 -1.638 1.731 -0.12 -0.41 -0.02
C -1.465 -0.910 -1.241 -0.68 -0.25 0.06
H -0.015 1.577 1.748 -0.22 -0.06 -0.15
C 0.092 0.640 1.180 0.80 0.42 0.27
S 0.713 -0.554 2.390 -0.08 0.27 -0.07
O -2.511 -0.409 -1.399 -0.68 0.68 -0.17
H 0.466 -1.213 -0.871 0.02 0.18 0.03
H -0.556 1.577 -0.816 -0.20 -0.33 0.38
S 1.393 0.992 0.019 -1.44 0.20 -0.47
N -0.494 -1.574 -1.107 0.84 -0.95 -0.11
O 0.351 1.843 -1.027 1.19 0.00 0.23


10.
11
Properties=species:S:1:pos:R:3:forces:R:3 method="wB97M-V/def2-TZVPD" lumo_energy_ev=4.00 e_tot_ev=-11821.4735 homo_lumo_gap_ev=8.877 total_charge=-1 relative_energy_kj_mol=94.2
N -0.317 0.668 0.930 0.69 -0.20 -0.43
H 1.640 1.197 1.276 -0.07 0.12 0.32
H -0.503 0.817 1.902 -0.25 -0.06 0.19
C 0.881 1.083 0.484 0.22 0.15 -0.32
O 1.184 1.329 -0.667 0.01 -0.14 -0.05
H 0.503 -1.183 -0.873 -0.10 -0.27 -0.09
O -1.233 -0.641 -0.764 0.56 0.42 0.06
O -2.503 0.818 0.372 -0.18 0.16 0.09
C -1.448 0.258 0.063 -1.04 -0.18 0.22
O 1.153 -1.899 -1.058 0.13 0.00 -0.07
H 0.643 -2.447 -1.663 0.02 -0.01 0.07


11.
9
Properties=species:S:1:pos:R:3:forces:R:3 method="wB97M-V/def2-TZVPD" lumo_energy_ev="0.00 / 0.00" e_tot_ev=-14962.5403 homo_lumo_gap_ev="7.611 / 7.611" total_charge=0 relative_energy_kj_mol=203.1
P 1.852 -0.457 -0.116 -0.18 -0.84 0.49
H -1.488 -1.293 0.636 -0.01 0.01 -0.11
H 0.158 2.577 0.705 0.05 0.10 0.52
C 0.440 1.868 -0.062 -0.34 0.94 -0.37
C -0.797 -0.981 -0.149 -0.62 0.13 -0.12
H -1.036 -1.513 -1.072 -0.01 0.09 0.00
N 1.294 1.013 0.094 0.05 0.07 -0.53
O 0.493 -1.312 0.279 1.14 -0.34 0.15
H -0.915 0.099 -0.315 -0.08 -0.16 -0.04


12.
9
Properties=species:S:1:pos:R:3:forces:R:3 method="wB97M-V/def2-TZVPD" lumo_energy_ev=-0.65 e_tot_ev=-14961.7789 homo_lumo_gap_ev=8.321 total_charge=0 relative_energy_kj_mol=276.6
N 1.771 -0.515 -0.720 2.31 -0.49 -1.92
H 1.906 -0.570 -1.789 -1.08 0.00 2.14
H 0.716 1.488 1.331 0.36 0.88 0.44
H -2.543 -0.780 -0.822 -4.09 1.22 -4.27
H -0.071 -0.066 1.824 0.00 -0.14 0.05
C 0.802 0.064 -0.236 -1.38 0.34 0.06
P -0.853 0.807 -0.424 -2.35 -2.64 -0.03
O -1.980 -1.014 -0.189 6.18 2.00 3.81
C 0.252 0.585 1.025 0.05 -1.17 -0.27


13.
8
Properties=species:S:1:pos:R:3:forces:R:3 method="wB97M-V/def2-TZVPD" lumo_energy_ev="-1.56 / -1.57" e_tot_ev=-12911.8779 homo_lumo_gap_ev="7.415 / 7.397" total_charge=0 relative_energy_kj_mol=448.8
H -1.278 -0.008 1.469 0.32 0.62 -0.68
H 4.410 0.055 0.240 -1.71 0.00 -0.60
N -1.565 -0.983 -0.365 -1.14 -1.28 -1.81
P 2.961 0.058 -0.265 1.77 0.00 0.58
H -2.256 0.900 -1.281 0.10 -0.15 -0.58
C -0.838 -0.025 0.445 -0.22 -0.06 2.42
H 0.213 -0.196 0.498 0.78 0.49 -0.46
C -1.647 0.200 -0.741 0.10 0.38 1.14


14.
8
Properties=species:S:1:pos:R:3:forces:R:3 method="wB97M-V/def2-TZVPD" lumo_energy_ev=-0.41 e_tot_ev=-12914.8507 homo_lumo_gap_ev=7.688 total_charge=0 relative_energy_kj_mol=161.9
C 1.087 0.159 -0.423 1.14 -2.40 -2.28
H -0.608 -1.081 0.344 0.02 -1.35 -0.61
N 2.077 1.015 -0.020 1.15 2.44 1.52
H 1.033 0.212 -1.533 -0.48 -0.50 0.69
C -0.184 -0.115 0.311 2.39 0.16 2.38
P 2.998 -0.289 0.108 -1.97 -0.26 -0.48
H -0.878 0.523 -0.095 -1.94 1.70 -0.71
H 0.004 0.122 1.380 -0.32 0.21 -0.52


15.
8
Properties=species:S:1:pos:R:3:forces:R:3 method="wB97M-V/def2-TZVPD" lumo_energy_ev="-1.31 / -0.65" e_tot_ev=-12911.3143 homo_lumo_gap_ev="7.299 / 7.764" total_charge=0 relative_energy_kj_mol=503.1
P -1.703 -0.467 0.076 -0.19 -0.16 0.49
C 0.163 -0.821 -0.363 -0.26 -1.31 0.89
H 0.946 1.527 0.290 -1.09 -0.68 -1.07
H -1.338 -0.052 1.406 0.01 -0.10 -0.50
N 1.206 -1.423 -0.166 2.34 -1.97 0.57
H -0.436 0.590 -1.924 0.14 0.03 0.71
C -0.348 0.322 -0.858 0.11 2.91 -0.48
H 1.358 -2.336 0.326 -1.06 1.28 -0.61


16.
8
Properties=species:S:1:pos:R:3:forces:R:3 method="wB97M-V/def2-TZVPD" lumo_energy_ev=-0.59 e_tot_ev=-12911.6824 homo_lumo_gap_ev=8.427 total_charge=0 relative_energy_kj_mol=467.6
P 1.438 0.156 0.000 0.28 1.30 -0.03
C -0.901 -0.287 -0.003 -1.70 -0.82 0.01
C -1.109 -1.477 0.001 0.41 0.75 0.00
H 1.068 1.003 -1.067 0.10 -0.17 -0.30
H -1.043 -2.531 0.004 -0.08 -0.42 0.00
N 2.286 -1.052 -0.001 0.85 -0.87 0.01
H 1.062 1.000 1.065 0.10 -0.16 0.32
H -1.129 0.746 -0.002 0.05 0.38 -0.01


17.
8
Properties=species:S:1:pos:R:3:forces:R:3 method="wB97M-V/def2-TZVPD" lumo_energy_ev=-0.27 e_tot_ev=-12914.5537 homo_lumo_gap_ev=8.401 total_charge=0 relative_energy_kj_mol=190.6
P 1.818 0.452 0.037 -1.75 1.53 -0.52
H -0.921 1.233 0.751 -0.45 0.92 -0.08
C -0.385 0.859 -0.094 3.41 -1.14 -0.63
C -0.205 -0.665 0.022 0.07 -0.39 2.50
H -0.493 1.247 -1.125 -0.34 0.00 0.85
H -0.742 -1.376 -0.589 -1.12 0.01 0.27
H -0.254 -0.797 1.204 -0.90 -0.69 -2.50
N 1.183 -0.954 -0.207 1.08 -0.23 0.11


18.
8
Properties=species:S:1:pos:R:3:forces:R:3 method="wB97M-V/def2-TZVPD" lumo_energy_ev="-4.70 / -8.84" e_tot_ev=-14450.4501 homo_lumo_gap_ev="7.887 / 7.682" total_charge=+1 spin_multiplicity=3 s_squared=2.01 relative_energy_kj_mol=434.5
C 0.602 -0.925 -0.113 1.97 -6.17 -0.83
H 0.087 0.491 1.750 -0.23 -0.95 -1.24
H -1.749 0.419 -0.063 -0.48 -0.08 -0.18
N -0.790 0.350 -0.379 -1.58 2.66 2.19
H -0.483 1.088 -0.960 -0.07 0.68 -1.27
C 0.155 0.153 0.674 -0.84 1.72 0.10
S 1.866 0.103 -0.060 1.48 1.82 0.41
H 0.312 -1.680 -0.849 -0.24 0.33 0.81


19.
8
Properties=species:S:1:pos:R:3:forces:R:3 method="wB97M-V/def2-TZVPD" lumo_energy_ev=0.63 e_tot_ev=-6231.7483 homo_lumo_gap_ev=10.673 total_charge=0 relative_energy_kj_mol=246.9
C 2.480 1.154 0.174 -2.06 -0.91 0.85
H -2.233 -0.537 -1.072 -0.42 0.08 0.39
C -2.498 -1.135 -0.168 1.64 -1.26 -0.73
H 2.830 1.815 -0.654 -0.40 -0.24 0.31
H -3.225 -0.675 0.543 0.30 -0.58 -0.08
O 1.297 0.891 0.406 2.62 0.87 -0.83
O -1.919 -2.208 -0.048 -1.51 1.76 0.43
H 3.268 0.695 0.818 -0.19 0.28 -0.33


20.
8
Properties=species:S:1:pos:R:3:forces:R:3 method="wB97M-V/def2-TZVPD" lumo_energy_ev=0.85 e_tot_ev=-6231.7505 homo_lumo_gap_ev=9.613 total_charge=0 relative_energy_kj_mol=246.7
O -0.722 1.306 -1.279 -0.29 -0.58 -0.52
H 1.367 -0.671 -0.130 2.07 -1.23 -1.16
H -1.283 -0.656 -1.478 -0.20 -0.17 -0.62
C -0.639 0.133 -1.083 2.30 0.23 3.52
C 0.491 -0.391 0.318 -3.47 2.15 -2.98
O 0.752 0.699 1.087 -0.03 0.63 1.03
H 0.137 0.729 1.827 0.03 0.20 -0.16
H -0.103 -1.148 0.738 -0.40 -1.24 0.89